# 1
A 2-piece molecular cluster, C5H12N overall in a non-equilibrium geometry, computed with the ωB97M-V functional and the def2-TZVPD basis.

```
18
C5H12N | OMol25 | the ωB97M-V functional and the def2-TZVPD basis
C -1.13462 -0.18233 2.72257
C -1.76017 0.62473 1.91423
C 1.41057 -0.90220 -0.09143
C 1.09571 -0.06028 -2.45007
C 0.59462 -0.22679 -1.05292
N -0.70873 0.14018 -0.69825
H -0.15635 -0.07502 2.93400
H -1.53654 -0.88815 3.39095
H -2.82360 0.56760 1.78321
H 0.75671 -1.52791 0.60670
H 2.00347 -0.16794 0.60905
H 2.27585 -1.45408 -0.48375
H 2.07886 -0.42175 -2.52886
H 0.99112 0.93988 -2.65124
H 0.36455 -0.50644 -3.10886
H -1.14942 1.36347 1.54785
H -1.17245 0.62722 -1.45433
H -1.04358 -0.25658 0.13722
```

HOMO-LUMO gap (hartree): 0.338
Energy above the lowest of the compared OMol25 structures with the same formula, charge and spin (kcal per mole): 58.5
Total charge: +1

# 2
C6H15AlF2NO8PS2 as an isolated structure in a non-equilibrium geometry, computed with the ωB97M-V functional and the def2-TZVPD basis.

```
36
C6H15AlF2NO8PS2 | OMol25 | the ωB97M-V functional and the def2-TZVPD basis
Al -1.05660 -1.08213 2.74877
N -0.39172 -2.97817 4.77556
S -0.72593 -3.20321 6.23132
O -0.08750 -2.44568 7.27451
O -1.27897 -4.51893 6.62142
F -2.14036 -2.40401 6.13767
S 0.75837 -4.30022 4.83743
O 0.31797 -5.68083 4.50944
O 1.73720 -4.15743 5.94009
F 1.63237 -3.84781 3.60564
C 2.16086 0.93589 -4.03741
C 0.71696 1.10587 -3.53770
O 0.73645 0.41888 -2.27406
P -0.29470 0.94913 -1.08992
O -0.42437 0.14095 0.14113
O 0.20765 2.46482 -0.77126
C 1.31360 2.72790 0.05667
C 2.54639 2.81476 -0.82766
O -1.65067 1.17756 -1.88858
C -2.42154 0.10143 -2.15746
C -3.82961 0.69675 -2.44404
H 2.46946 1.92108 -4.38707
H 2.91764 0.59381 -3.33146
H 2.21074 0.17690 -4.81813
H 0.44768 2.12072 -3.24502
H 0.01224 0.66162 -4.24063
H 1.18012 3.73360 0.45524
H 1.37107 1.95483 0.82293
H 3.37133 3.33390 -0.33974
H 2.82886 1.81794 -1.16627
H 2.43342 3.26953 -1.81180
H -2.16809 -0.51945 -3.01674
H -2.45909 -0.51446 -1.25890
H -3.74391 1.77635 -2.56743
H -4.22446 0.25772 -3.36025
H -4.47286 0.50034 -1.58628
```

HOMO-LUMO gap (spin up / spin down) (hartree): 0.310 / 0.151
Spin multiplicity: 2
Expectation value of S²: 0.764
Total charge: +1